# 1
Molecular formula: C11H18O
Method: DFT, wB97M-V/def2-TZVPD

Atoms and positions in Å:
C1 1.124 2.824 -1.586
C2 1.891 3.966 -0.916
C3 1.093 1.445 -0.965
C4 1.810 0.405 -1.546
C5 0.524 1.253 0.292
C6 1.946 -0.823 -0.910
C7 0.726 0.064 0.970
C8 1.420 -0.970 0.352
O1 1.545 -2.166 1.028
H1 0.125 3.078 -1.879
H2 1.547 2.684 -2.581
H3 1.228 4.824 -0.810
H4 2.414 0.567 -2.433
H5 -0.117 2.042 0.672
H6 2.405 -1.695 -1.355
H7 0.472 -0.204 1.984
H8 2.460 -2.343 1.276
H9 2.811 4.233 -1.407
H10 2.105 3.689 0.122
C9 -2.986 -2.342 0.564
C10 -2.646 -0.871 0.547
C11 -1.929 -3.189 1.308
H11 -3.867 -2.448 1.157
H12 -3.311 -2.784 -0.381
H13 -1.849 -0.383 -0.013
H14 -0.957 -2.696 1.263
H15 -2.121 -3.051 2.373
H16 -2.470 -0.541 1.564
H17 -3.566 -0.333 0.279
H18 -1.826 -4.234 1.034

Computed properties:
Relative energy (zero: lowest compared OMol25 entry of this formula, charge and spin): 1.078 eV
E_HOMO: -8.813 eV
LUMO level: 0.84 eV
Orbital gap: 9.7 eV
SMILES: CCc1ccc(O)cc1.CCC

# 2
Molecular formula: C18H20N6O2S2
Method: DFT, wB97M-V/def2-TZVPD

Atoms and positions in Å:
O1 -2.951 -2.125 1.827
N1 1.300 0.539 0.629
N2 0.501 -0.412 0.013
N3 -0.870 -3.698 -2.289
N4 0.064 -3.245 -3.132
O2 3.489 4.575 5.161
S1 -0.459 -0.133 2.419
S2 -3.499 -3.194 -1.684
C1 -2.451 -2.418 0.789
C2 0.918 0.825 1.856
C3 -0.477 -0.801 0.808
C4 -1.969 -2.961 -2.524
C5 -0.422 -2.301 -3.892
C6 3.460 3.403 2.990
C7 2.774 2.489 2.201
C8 1.291 1.987 4.033
C9 3.048 3.604 4.301
C10 1.673 1.785 2.708
C11 1.998 2.869 4.848
N5 -1.308 -1.794 0.276
N6 -1.717 -2.099 -3.586
C12 -3.013 -3.625 0.039
C13 0.231 -2.120 -6.256
C14 -2.436 0.233 -3.265
C15 2.963 4.231 6.460
C16 0.413 -1.482 -4.861
C17 1.738 3.320 6.278
C18 -2.619 -0.995 -4.111
H1 4.215 4.036 2.558
H2 3.124 2.339 1.181
H3 0.425 1.432 4.451
H4 -0.993 -2.131 -0.627
H5 -3.951 -3.895 0.601
H6 -2.301 -4.441 0.081
H7 0.831 -1.547 -7.011
H8 -0.815 -2.078 -6.562
H9 0.581 -3.149 -6.251
H10 -2.822 0.041 -2.267
H11 -1.426 0.550 -3.188
H12 -3.010 1.068 -3.693
H13 3.771 3.690 7.005
H14 2.720 5.153 7.005
H15 0.055 -0.432 -4.948
H16 1.459 -1.472 -4.508
H17 0.816 3.918 6.415
H18 1.720 2.451 6.948
H19 -3.700 -1.263 -4.073
H20 -2.368 -0.726 -5.151

Computed properties:
Relative energy (zero: lowest compared OMol25 entry of this formula, charge and spin): 0.000 eV
E_HOMO: -8.079 eV
LUMO level: 0.36 eV
Orbital gap: 8.4 eV
SMILES: CCc1nnc(SCC(=O)Nc2nnc(-c3ccc4c(c3)CCO4)s2)n1CC

# 3
Molecular formula: C26H60Cl6F3K2N6O6P2
Method: DFT, wB97M-V/def2-TZVPD

Atoms and positions in Å:
K1 2.146 4.871 2.656
K2 1.299 5.292 -1.804
C1 0.117 2.200 0.423
O1 0.779 1.213 -0.318
O2 0.972 3.213 0.721
C2 -1.148 2.703 -0.328
F1 -1.907 1.666 -0.756
F2 -1.887 3.330 0.605
F3 -1.010 3.498 -1.413
C3 0.629 -0.094 0.187
C4 1.837 -0.971 0.021
H1 2.539 -0.773 0.831
H2 1.490 -1.999 0.118
H3 2.255 -0.816 -0.969
H4 -0.229 -0.588 -0.290
H5 0.383 -0.172 1.256
H6 -0.314 1.834 1.363
Cl1 -1.226 -1.817 -3.584
C5 -1.810 -0.124 -3.497
C6 -0.727 0.931 -3.531
Cl2 0.090 0.880 -5.128
H7 -2.304 -0.065 -2.526
H8 -2.604 0.085 -4.209
H9 -0.057 0.930 -2.669
H10 -1.157 1.929 -3.439
Cl3 0.367 -2.392 2.820
C7 0.530 -4.141 3.146
C8 -0.644 -4.660 3.965
Cl4 -0.897 -6.402 3.716
H11 1.403 -4.289 3.774
H12 0.521 -4.732 2.235
H13 -1.596 -4.155 3.766
H14 -0.613 -4.354 5.016
Cl5 -4.650 3.392 -0.377
C9 -4.443 4.893 -1.407
C10 -5.649 5.146 -2.255
Cl6 -5.955 3.826 -3.400
H15 -3.541 4.688 -1.984
H16 -4.172 5.740 -0.778
H17 -5.419 6.033 -2.844
H18 -6.519 5.238 -1.611
O3 -6.732 -2.632 1.628
P1 -5.542 -1.756 1.749
N1 -5.830 -0.204 1.233
C11 -6.048 0.913 2.144
C12 -6.319 -0.064 -0.132
N2 -4.243 -2.203 0.782
C13 -3.283 -1.355 0.102
C14 -3.944 -3.626 0.765
N3 -4.833 -1.754 3.285
C15 -5.548 -2.175 4.470
C16 -3.545 -1.076 3.462
H19 -5.655 1.807 1.653
H20 -5.438 0.995 3.050
H21 -7.089 0.991 2.457
H22 -5.582 -0.374 -0.871
H23 -6.693 0.954 -0.247
H24 -7.226 -0.670 -0.236
H25 -2.281 -1.603 0.480
H26 -3.309 -1.558 -0.971
H27 -3.396 -0.294 0.321
H28 -3.424 -3.991 -0.121
H29 -3.322 -3.898 1.630
H30 -4.872 -4.187 0.873
H31 -4.892 -2.152 5.345
H32 -6.353 -1.514 4.818
H33 -5.946 -3.177 4.327
H34 -3.701 -0.276 4.194
H35 -3.376 -0.512 2.546
H36 -2.754 -1.763 3.754
O4 5.760 0.757 -1.531
P2 6.259 0.069 -2.742
N4 5.099 -0.663 -3.754
C17 5.416 -1.700 -4.723
C18 3.688 -0.502 -3.405
N5 7.303 -1.222 -2.436
C19 8.639 -1.055 -1.894
C20 6.582 -2.334 -1.734
N6 7.121 1.097 -3.783
C21 7.704 0.710 -5.032
C22 7.364 2.460 -3.370
H37 4.892 -2.633 -4.527
H38 6.506 -1.813 -4.713
H39 5.341 -1.353 -5.760
H40 3.572 0.449 -2.892
H41 3.456 -1.292 -2.679
H42 2.980 -0.691 -4.211
H43 8.656 -1.269 -0.826
H44 9.421 -1.539 -2.486
H45 9.055 -0.036 -1.939
H46 6.019 -2.824 -2.525
H47 7.249 -2.971 -1.164
H48 5.892 -1.930 -0.984
H49 6.951 0.222 -5.669
H50 8.043 1.596 -5.565
H51 8.502 -0.045 -5.068
H52 8.372 2.639 -2.957
H53 6.856 2.740 -2.441
H54 7.164 3.175 -4.166
O5 0.054 3.940 4.471
C23 -0.152 2.769 4.591
O6 0.822 1.961 5.104
C24 0.477 0.581 5.110
C25 -0.893 0.491 4.443
C26 -1.331 1.902 4.166
H55 0.354 0.325 6.162
H56 1.153 -0.090 4.585
H57 -1.556 -0.190 4.969
H58 -0.850 0.016 3.455
H59 -2.144 2.258 4.805
H60 -1.498 2.163 3.123

Computed properties:
E_HOMO: -9.900 eV
Net charge: +1
LUMO level: -3.89 eV
Orbital gap: 6.0 eV

# 4
Molecular formula: C44H117N9O2
Method: DFT, wB97M-V/def2-TZVPD

Atoms and positions in Å:
N1 -15.761 0.991 -5.799
H1 -15.424 0.501 -4.982
H2 -15.179 0.578 -6.514
H3 -15.513 1.945 -5.579
H4 -16.743 0.771 -5.883
N2 -12.965 -1.834 -2.074
H5 -13.247 -2.753 -2.385
H6 -11.969 -1.680 -2.139
H7 -13.283 -1.673 -1.129
H8 -13.383 -1.143 -2.679
O1 -14.203 0.015 -3.594
C1 -13.391 1.198 -3.407
C2 -13.946 2.683 -3.580
O2 -14.457 3.159 -4.809
H9 -12.475 1.054 -3.981
H10 -13.063 1.047 -2.379
H11 -13.134 3.362 -3.322
H12 -14.750 2.881 -2.871
C3 -15.861 -1.811 -0.084
C4 -14.821 -1.938 1.015
N3 -13.592 -1.358 0.648
C5 -12.560 -1.638 1.642
C6 -12.021 -3.086 1.566
C7 -13.641 0.126 0.380
C8 -14.070 0.920 1.637
H13 -15.644 -2.568 -0.837
H14 -15.976 -0.779 -0.417
H15 -16.834 -2.118 0.299
H16 -15.223 -1.446 1.901
H17 -14.767 -3.004 1.235
H18 -12.774 -1.411 2.686
H19 -11.696 -0.989 1.498
H20 -12.758 -3.702 2.083
H21 -11.050 -3.156 2.057
H22 -11.923 -3.438 0.539
H23 -12.661 0.486 0.070
H24 -14.245 0.293 -0.513
H25 -14.062 1.986 1.408
H26 -15.085 0.697 1.965
H27 -13.400 0.764 2.483
C9 -9.356 2.967 -4.474
C10 -10.149 4.300 -4.181
N4 -10.507 5.023 -5.378
C11 -11.545 4.368 -6.186
C12 -11.431 4.672 -7.672
C13 -10.840 6.371 -5.157
C14 -9.619 7.266 -4.968
H28 -9.006 2.537 -3.536
H29 -8.604 3.177 -5.235
H30 -10.062 2.218 -4.834
H31 -11.067 4.127 -3.620
H32 -9.435 4.878 -3.594
H33 -11.544 3.301 -5.964
H34 -12.530 4.756 -5.928
H35 -12.356 4.393 -8.176
H36 -11.314 5.730 -7.907
H37 -10.622 4.091 -8.115
H38 -11.565 6.479 -4.351
H39 -11.426 6.800 -5.969
H40 -8.955 7.147 -5.825
H41 -9.029 7.033 -4.082
H42 -9.883 8.323 -4.949
C15 -14.386 6.829 -3.280
C16 -13.378 6.976 -2.222
N5 -13.891 7.870 -1.125
C17 -12.797 8.251 -0.278
C18 -11.817 9.253 -0.930
C19 -15.035 7.406 -0.353
C20 -14.732 6.132 0.398
H43 -14.024 6.076 -3.979
H44 -14.558 7.792 -3.763
H45 -15.363 6.430 -3.007
H46 -13.161 5.982 -1.831
H47 -12.414 7.338 -2.580
H48 -13.270 8.723 0.584
H49 -12.319 7.367 0.146
H50 -11.214 9.804 -0.208
H51 -11.105 8.765 -1.596
H52 -12.325 10.038 -1.490
H53 -15.852 7.138 -1.022
H54 -15.465 8.180 0.282
H55 -14.637 5.301 -0.300
H56 -15.560 5.898 1.067
H57 -13.838 6.193 1.018
C21 -9.939 -3.956 -1.456
C22 -9.534 -2.463 -1.328
N6 -10.176 -1.552 -2.260
C23 -9.741 -1.914 -3.642
C24 -10.423 -1.137 -4.771
C25 -9.924 -0.138 -1.876
C26 -8.420 0.292 -1.924
H58 -11.007 -4.157 -1.534
H59 -9.506 -4.544 -0.647
H60 -9.504 -4.382 -2.360
H61 -9.903 -2.175 -0.344
H62 -8.447 -2.455 -1.245
H63 -8.675 -1.805 -3.840
H64 -9.972 -2.957 -3.860
H65 -10.018 -0.160 -5.035
H66 -10.243 -1.795 -5.622
H67 -11.490 -1.034 -4.576
H68 -10.377 0.086 -0.910
H69 -10.515 0.484 -2.549
H70 -8.072 0.260 -2.957
H71 -7.807 -0.331 -1.273
H72 -8.253 1.280 -1.495
C27 -15.021 1.735 -9.208
C28 -14.475 0.266 -9.089
N7 -13.996 -0.066 -7.711
C29 -12.808 0.775 -7.312
C30 -11.610 0.746 -8.340
C31 -13.702 -1.497 -7.562
C32 -15.023 -2.295 -7.474
H73 -15.730 1.977 -8.416
H74 -15.538 1.894 -10.155
H75 -14.170 2.409 -9.115
H76 -15.262 -0.444 -9.343
H77 -13.727 0.023 -9.843
H78 -12.454 0.392 -6.355
H79 -13.088 1.823 -7.202
H80 -10.806 1.436 -8.084
H81 -11.869 1.198 -9.297
H82 -11.231 -0.245 -8.588
H83 -13.085 -1.821 -8.401
H84 -13.077 -1.623 -6.677
H85 -15.712 -1.863 -6.748
H86 -15.549 -2.485 -8.410
H87 -14.802 -3.294 -7.099
C33 -17.328 2.529 -0.520
C34 -17.472 3.723 -1.451
N8 -18.701 4.499 -1.046
C35 -19.034 5.605 -1.972
C36 -19.554 5.064 -3.334
C37 -18.649 5.101 0.310
C38 -20.022 5.357 0.918
H88 -18.238 1.936 -0.420
H89 -17.029 2.794 0.494
H90 -16.544 1.835 -0.825
H91 -16.661 4.451 -1.429
H92 -17.473 3.346 -2.474
H93 -19.868 6.224 -1.642
H94 -18.205 6.297 -2.126
H95 -20.059 5.820 -3.936
H96 -18.686 4.755 -3.916
H97 -20.174 4.188 -3.145
H98 -18.080 6.030 0.349
H99 -18.079 4.439 0.962
H100 -20.588 6.125 0.391
H101 -19.818 5.709 1.930
H102 -20.620 4.446 0.894
C39 -17.087 5.206 -6.188
C40 -15.854 5.340 -7.105
N9 -16.121 6.221 -8.257
C41 -16.545 7.560 -7.923
C42 -15.417 8.285 -7.131
C43 -17.013 5.501 -9.160
C44 -16.836 6.089 -10.570
H103 -17.489 6.156 -5.838
H104 -16.711 4.651 -5.328
H105 -17.911 4.674 -6.662
H106 -14.991 5.662 -6.523
H107 -15.503 4.361 -7.430
H108 -16.687 8.207 -8.788
H109 -17.494 7.622 -7.391
H110 -14.483 8.336 -7.692
H111 -15.668 9.300 -6.824
H112 -15.239 7.833 -6.156
H113 -18.046 5.603 -8.827
H114 -16.863 4.423 -9.217
H115 -15.788 6.088 -10.870
H116 -17.268 7.085 -10.664
H117 -17.398 5.516 -11.308

Computed properties:
Relative energy (zero: lowest compared OMol25 entry of this formula, charge and spin): 0.399 eV
E_HOMO: -6.074 eV
LUMO level: 0.29 eV
Orbital gap: 6.4 eV

# 5
Molecular formula: C18H33ClIN2OP2Tm
Method: DFT, wB97M-V/def2-TZVPD

Atoms and positions in Å:
C1 -0.504 1.971 -1.512
I1 0.067 2.485 0.645
H1 -1.300 1.504 -2.053
H2 -0.184 1.006 -1.126
H3 0.309 2.218 -2.248
Tm1 -2.838 -2.043 0.764
P1 -4.024 -4.272 0.954
C2 -1.834 -4.214 0.912
C3 -4.398 -2.645 2.429
H4 -5.177 -3.202 2.979
H5 -5.366 -3.466 -0.960
H6 -4.940 -1.695 2.091
H7 -4.491 -1.992 -0.450
H8 -1.319 -3.476 1.593
H9 -3.643 -2.352 3.230
C4 -4.338 -3.152 -0.637
H10 -1.560 -5.188 1.323
H11 -3.586 -3.279 -1.461
H12 -1.365 -4.143 -0.098
P2 -1.330 3.662 -1.119
C5 0.270 4.527 -1.339
C6 -2.434 3.873 -2.526
H13 -3.505 3.822 0.075
H14 -2.535 5.324 0.059
H15 -2.223 4.069 1.240
C7 -2.478 4.230 0.185
H16 -3.416 3.419 -2.352
H17 -2.542 4.961 -2.580
H18 0.054 5.589 -1.496
H19 0.821 4.152 -2.218
H20 -1.989 3.475 -3.448
H21 0.947 4.419 -0.460
Cl1 -3.493 0.267 0.034
C8 4.170 -1.176 1.143
N1 2.775 -1.127 1.401
N2 1.822 -0.780 0.473
C9 0.590 -1.001 1.054
O1 -0.526 -1.029 0.407
C10 0.834 -1.251 2.444
C11 2.167 -1.492 2.590
C12 2.892 -2.102 3.707
C13 2.346 -0.341 -0.839
C14 3.080 -1.285 -1.584
C15 3.972 -0.802 -2.588
C16 4.051 0.562 -2.847
C17 3.187 1.461 -2.221
C18 2.401 0.985 -1.165
H22 4.432 -1.804 0.291
H23 4.690 -1.645 2.007
H24 4.628 -0.182 1.020
H25 0.081 -1.377 3.215
H26 3.368 -3.069 3.384
H27 3.700 -1.457 4.140
H28 2.179 -2.337 4.505
H29 3.042 -2.337 -1.329
H30 4.637 -1.492 -3.089
H31 4.779 0.986 -3.575
H32 3.185 2.500 -2.447
H33 1.860 1.739 -0.526

Computed properties:
E_HOMO (spin up / spin down): -10.047 / -10.025 eV
Net charge: +2
LUMO level (spin up / spin down): -7.91 / -7.90 eV
Orbital gap (spin up / spin down): 2.1 / 2.1 eV
Expectation value of S²: 2.00
2S+1: 3

# 6
Molecular formula: C5H15BBr2O6Si2
Method: DFT, wB97M-V/def2-TZVPD

Atoms and positions in Å:
O1 1.990 -1.855 0.939
C1 2.021 -0.840 0.319
O2 2.528 -0.739 -0.942
C2 1.631 -1.190 -1.963
C3 0.660 -0.102 -2.442
Si1 -0.971 -0.098 -1.536
O3 -2.097 0.854 -2.289
Si2 -3.523 1.166 -1.510
O4 -4.740 0.300 -2.202
B1 -4.875 -1.046 -1.935
O5 -5.057 -1.914 -3.001
O6 -4.853 -1.496 -0.621
H1 1.591 0.086 0.701
H2 2.259 -1.495 -2.796
H3 1.080 -2.075 -1.636
H4 0.438 -0.321 -3.490
H5 1.108 0.890 -2.390
H6 -0.757 0.345 -0.142
H7 -1.463 -1.506 -1.461
H8 -3.329 0.769 -0.105
H9 -3.877 2.587 -1.583
H10 -4.276 -2.464 -3.123
H11 -4.102 -2.090 -0.504
Br1 5.136 3.066 4.683
C4 3.423 2.147 4.646
C5 3.527 0.795 3.995
Br2 3.648 0.933 2.058
H12 2.727 2.804 4.136
H13 3.129 2.042 5.688
H14 2.629 0.211 4.184
H15 4.397 0.237 4.322

Computed properties:
E_HOMO: -10.200 eV
LUMO level: 0.22 eV
Orbital gap: 10.4 eV

# 7
Molecular formula: C6H9BBrF6O4S2
Method: DFT, wB97M-V/def2-TZVPD

Atoms and positions in Å:
O1 2.636 3.141 3.395
C1 2.658 2.751 2.118
F1 2.189 3.768 1.105
C2 3.102 1.283 1.543
B1 2.286 0.003 2.171
Br1 2.343 -0.119 4.187
S1 0.513 -0.184 1.469
O2 0.686 0.001 -0.088
O3 0.118 -1.658 1.746
C3 -0.686 1.096 2.121
F2 -0.535 1.414 3.560
F3 -0.395 2.368 1.358
C4 -2.271 0.772 1.855
F4 -2.671 -0.637 2.070
F5 -2.761 1.304 0.529
F6 -3.035 1.575 2.882
H1 3.068 1.258 0.350
H2 4.250 1.119 1.817
H3 2.855 -0.977 1.780
C5 -2.097 -0.955 -4.405
S2 -0.712 -1.146 -3.257
O4 0.536 -1.292 -4.076
C6 -1.174 -2.795 -2.672
H4 -1.991 0.004 -4.919
H5 -2.088 -1.762 -5.143
H6 -3.038 -0.963 -3.851
H7 -1.221 -3.491 -3.512
H8 -2.144 -2.745 -2.171
H9 -0.417 -3.134 -1.961

Computed properties:
Relative energy (zero: lowest compared OMol25 entry of this formula, charge and spin): 5.571 eV
E_HOMO: -6.310 eV
Net charge: -1
LUMO level: 2.45 eV
Orbital gap: 8.8 eV

# 8
Molecular formula: C4H5NO2
Method: DFT, wB97M-V/def2-TZVPD

Atoms and positions in Å:
O1 -1.410 -1.097 -1.270
C1 -1.724 -0.485 -0.279
C2 -0.826 -0.183 0.934
O2 -1.416 -0.015 1.972
N1 0.574 -0.054 0.853
C3 1.042 0.990 -0.077
C4 1.315 -0.430 -0.354
H1 -2.749 -0.097 -0.117
H2 1.799 1.647 0.339
H3 0.304 1.479 -0.713
H4 0.783 -0.909 -1.168
H5 2.297 -0.833 -0.129

Computed properties:
Relative energy (zero: lowest compared OMol25 entry of this formula, charge and spin): 2.376 eV
E_HOMO: -9.777 eV
LUMO level: -0.42 eV
Orbital gap: 9.4 eV
SMILES: O=CC(=O)N1CC1

| no. | maximum force (eV/A) |
| --- | --- |
| 1 | 1.81 |
| 2 | 2.51 |
| 3 | 2.46 |
| 4 | 3.28 |
| 5 | 10.05 |
| 6 | 0.81 |
| 7 | 9.48 |
| 8 | 0.62 |